{
  "formula": "C12H24F14K3NO16P2S2",
  "method": "ωB97M-V/def2-TZVPD",
  "symbols": ["C", "O", "C", "H", "H", "C", "O", "O", "H", "F", "F", "F", "F", "H", "H", "C", "F", "F", "C", "H", "H", "O", "F", "C", "O", "H", "O", "F", "H", "P", "N", "C", "H", "P", "H", "S", "H", "F", "K", "O", "O", "F", "H", "K", "H", "H", "C", "H", "C", "O", "O", "O", "O", "H", "C", "H", "O", "K", "O", "O", "F", "H", "H", "C", "C", "H", "H", "H", "F", "F", "F", "S", "O", "H"],
  "xyz": [[-2.1231, -1.5683, 1.1237], [-1.0434, -4.8190, 0.9370], [2.6205, -2.3104, -1.3963], [-2.3871, 5.1420, 2.3014], [-2.9054, 2.7354, -1.4361], [-3.4565, 2.3040, -0.6005], [-3.8103, -1.1580, 4.1467], [-1.3067, 4.8894, 0.5992], [4.3554, -5.7764, -4.5566], [4.7857, 1.7749, -4.3976], [0.7787, -0.4265, 1.3991], [1.7698, 0.7991, -0.3436], [0.1333, 1.6907, 0.8747], [-2.6894, 1.9305, 0.0778], [-1.9572, -1.3496, 2.1786], [-1.3897, 5.4109, 1.9535], [3.0223, 0.1454, 1.4031], [2.5248, 1.8097, -3.6965], [3.4246, -6.0787, -4.0766], [-3.6716, -1.6533, -3.6053], [3.3973, -7.1540, -3.9003], [-4.7513, -0.6858, -1.9715], [4.0074, 3.6268, -3.5508], [1.9738, 5.5266, -0.2535], [-4.2552, 1.1557, -0.9463], [-3.9449, 3.0987, -0.0366], [-1.9179, -2.9449, 0.8578], [1.3268, 1.0787, 2.9519], [2.5431, -2.1083, -0.3280], [4.0094, 2.0887, -3.0647], [-3.0266, 1.2462, 5.2343], [-0.2501, 4.8562, -0.2617], [0.7085, -5.8448, 0.8601], [1.5860, 0.9530, 1.2853], [-0.6648, 4.8655, 2.5579], [-2.0295, 0.9241, 4.1335], [3.5351, -1.7662, -1.6320], [2.4113, 2.3806, 1.1345], [1.4124, -1.6219, 3.7436], [3.2158, -5.4139, -2.8827], [-2.9752, -1.1187, 6.5234], [4.0130, 0.4987, -2.5782], [1.7635, -1.9452, -1.9622], [0.0526, 1.8642, -2.4101], [1.8391, 6.2498, -1.0578], [2.7879, 5.8327, 0.4034], [-0.1837, -5.8746, 1.4856], [-3.0765, -1.1546, 0.7951], [-0.8462, -3.5386, 1.2404], [-1.0141, -0.0791, 4.4070], [-2.5285, 0.0275, -1.8726], [-0.2001, 4.3837, -1.3880], [2.8967, -3.6661, -1.6556], [-5.4169, -1.8986, -3.4619], [-3.7312, 0.1379, -1.6353], [-1.3444, -1.1367, 0.4949], [0.7501, 5.5175, 0.3605], [4.9179, 2.7113, 0.4834], [-2.5715, 1.0934, 2.8179], [2.6111, -3.4334, -3.9008], [3.2739, 2.4701, -1.6447], [2.5520, -5.8732, -4.6966], [0.0504, -5.6551, 2.5273], [2.9109, -4.0804, -2.9200], [-4.5073, -1.6719, -2.9057], [-0.5522, -6.8896, 1.3377], [2.2368, 4.5310, -0.6108], [-4.3017, -2.5100, -2.2398], [-4.9832, -0.0508, 5.9156], [5.4225, 2.3284, -2.2801], [-1.2472, 2.2688, 4.2305], [-3.4687, -0.3977, 5.3699], [0.1026, -3.1706, 1.9470], [-1.1938, 6.4774, 2.0644]],
  "total_energy_ha": -6407.8171,
  "spin_multiplicity": 1,
  "homo_ev": -9.2,
  "e_lumo_ev": -1.076
}

{
  "formula": "C28H54N10O22",
  "method": "ωB97M-V/def2-TZVPD",
  "symbols": ["O", "H", "H", "H", "C", "N", "H", "H", "H", "H", "H", "O", "C", "H", "O", "N", "N", "C", "C", "H", "C", "C", "C", "O", "C", "H", "H", "O", "C", "C", "C", "H", "H", "H", "H", "H", "H", "N", "O", "H", "C", "H", "N", "O", "H", "O", "O", "C", "H", "O", "O", "N", "H", "H", "H", "C", "H", "O", "N", "C", "N", "H", "O", "C", "O", "C", "H", "H", "H", "C", "N", "H", "H", "N", "H", "H", "C", "C", "C", "C", "O", "O", "H", "C", "H", "C", "H", "O", "C", "O", "C", "H", "H", "H", "H", "H", "H", "H", "H", "O", "C", "H", "H", "H", "C", "H", "H", "O", "O", "H", "O", "H", "H", "H"],
  "xyz": [[2.7289, -1.2621, -3.9559], [1.7573, 0.1989, -6.3636], [4.3935, -0.9150, 1.1285], [0.3542, 0.7351, -3.3432], [3.5972, -1.0083, -1.7733], [-1.3192, -1.4324, 6.3649], [5.5569, -0.2804, -2.1961], [-6.0562, -1.1506, 3.1766], [5.5136, 5.0559, -6.4316], [6.3221, -1.7084, -0.5446], [4.4611, -5.1240, -2.0169], [-2.7467, 1.3371, 3.4300], [4.1506, -0.0627, 0.4907], [-0.1922, -1.4062, 4.5984], [-2.2347, -1.9482, 6.9703], [-0.3140, 2.6984, -3.6402], [-7.7289, 5.8694, 0.7440], [8.3265, -4.5950, -0.6390], [2.6473, -6.3530, -2.0705], [4.2668, -6.1772, -0.6169], [-1.0263, -1.9655, 5.0048], [-4.9910, -1.3435, 3.2053], [0.7185, -4.7052, -1.6200], [-3.3974, 2.2293, 10.1224], [0.6979, 1.7384, -3.1227], [5.0661, -2.9152, -0.8117], [6.2619, -3.6322, -2.8930], [-0.6412, -0.5125, 6.7751], [5.7616, -2.2410, -1.3119], [-8.1893, 3.4275, 4.3471], [1.2393, -6.1395, -1.5154], [-8.2747, 3.5998, 5.4155], [8.9235, -5.1739, 0.0229], [-0.3479, -4.6941, -1.3815], [-0.7897, -3.0191, 5.1159], [-4.4198, -0.4258, 3.0938], [-7.1654, 4.5921, -0.8173], [-4.6180, -2.2362, 2.0762], [-2.8890, 3.0018, 0.8267], [-0.1535, -1.3933, -0.6365], [-0.5412, 1.4918, 2.7781], [3.1382, 0.0670, -7.5043], [2.7398, 1.9939, -6.7865], [7.4709, 2.7696, -6.4776], [-8.7557, 5.4129, -1.0131], [7.7263, 4.4942, -5.2112], [-7.1534, 5.1123, 1.5022], [2.7699, 0.5177, -6.5911], [-2.5297, 0.7460, 7.6582], [3.1121, 2.4359, -7.8519], [-1.3347, 2.0065, 4.9042], [-3.6323, 1.9388, 8.9678], [2.6637, -6.1197, -3.1343], [5.0786, 0.3387, 0.0890], [0.3993, 1.7760, 3.2337], [7.6146, -3.9006, -1.2992], [1.9979, -3.9977, -3.1811], [-5.4841, -2.6073, 1.3179], [-4.0600, 3.2486, 1.0399], [-7.7203, 5.5159, -0.7032], [-7.5830, 2.0784, 4.1721], [3.2948, -4.7300, -0.7614], [-8.1860, 1.1413, 4.6486], [1.1929, -1.7192, -2.2273], [-6.5349, 1.9962, 3.5644], [0.8234, -1.1918, -1.0577], [1.6317, 1.9593, -3.6315], [-1.5681, 1.9294, 8.5933], [1.2155, -6.4439, -0.4666], [0.9241, -4.0673, -2.9873], [-1.6224, 1.6278, 3.7900], [5.0042, -1.5959, -3.2305], [0.4680, -4.6798, -3.7654], [7.0548, 3.7482, -5.8922], [-9.1743, 3.3942, 3.8922], [-3.9896, 3.3939, 3.1115], [3.2184, -0.4977, -0.5926], [6.7776, -3.0453, -2.1301], [0.3656, -2.6399, -3.0593], [2.5306, -1.3323, -2.7587], [2.3537, 2.6725, -5.8530], [-3.4398, -2.5383, 1.9928], [-4.7037, -1.8554, 4.1193], [5.0176, -1.2298, -2.2052], [0.4126, -2.2974, -4.0941], [-4.3845, 3.9844, 2.2902], [-3.8920, 4.9514, 2.2367], [-0.0854, 3.8765, -3.4727], [3.7321, -5.5529, -1.3300], [-1.2933, 2.2434, -4.1947], [1.7583, -0.2940, -0.3489], [7.4214, -2.3430, -2.6665], [-7.2505, 6.3404, -1.2306], [-5.4593, 4.0785, 2.3440], [0.5575, -6.8036, -2.0525], [2.8716, -7.4161, -1.9786], [0.7861, 1.9032, -2.0519], [-0.5329, 0.4584, 2.4462], [5.1439, 3.3188, -6.6436], [-8.3030, 6.8821, 1.0732], [5.6036, 4.0620, -6.0052], [3.6686, 0.6852, 1.1150], [5.1905, 4.0443, -5.0013], [-0.6684, -2.6040, -2.7168], [-2.4827, 1.7592, 8.0395], [-7.5542, 4.1605, 3.8637], [-2.6069, 2.4718, 7.2305], [-4.9752, 2.9034, 0.3238], [1.3631, 0.6038, 0.3687], [-1.9261, -1.8452, 4.4072], [-4.7427, 1.7840, 8.5006], [3.4210, 0.3102, -5.7479], [1.2113, -4.0875, -0.8646], [-0.8052, 2.1440, 1.9503]],
  "total_energy_ha": -3301.1234,
  "spin_multiplicity": 1,
  "homo_ev": -10.3,
  "e_lumo_ev": -1.690
}

{
  "formula": "C19H25ClNO",
  "method": "ωB97M-V/def2-TZVPD",
  "symbols": ["H", "H", "H", "H", "C", "H", "Cl", "H", "O", "H", "C", "C", "H", "H", "H", "H", "H", "C", "H", "C", "C", "H", "C", "N", "H", "C", "H", "H", "C", "C", "C", "H", "H", "H", "H", "H", "C", "H", "H", "C", "C", "C", "C", "C", "H", "C", "C"],
  "xyz": [[-6.7298, 0.0285, 1.1824], [1.4408, 0.7774, -1.7262], [0.1105, 1.7168, 0.2506], [2.0653, -2.3540, -2.2989], [4.2959, 1.7638, -1.0601], [-1.6552, 3.2257, -0.5554], [-4.4143, 2.8649, -0.9391], [2.0395, 0.8111, 1.2821], [-0.1519, -0.7262, 0.9506], [0.6406, -4.0380, -1.4701], [1.3135, -2.0275, -1.5770], [-4.9614, -0.0235, -0.0550], [-2.8112, -1.3855, 0.7142], [2.7182, -1.3831, -0.2073], [5.9339, 3.0866, -0.7078], [-5.4702, 0.4027, -0.9201], [2.9073, -0.0353, -2.2979], [-3.5452, 0.4631, -0.0142], [-1.2295, -2.5509, -0.6737], [-3.2076, 1.7671, -0.3722], [-5.7057, 0.3890, 1.2177], [3.4451, 2.2461, 2.6576], [-0.4881, -2.9832, 0.0007], [1.9108, -0.9926, -0.7042], [0.4847, -1.5719, -2.1237], [-1.2238, 0.0553, 0.5176], [-1.2403, -2.2144, 1.8832], [-4.9772, -1.1107, -0.1467], [2.3399, 0.2418, -1.4058], [0.8163, -3.2231, -0.7673], [2.8932, 1.2948, 0.8288], [0.5149, -2.3970, 1.8365], [1.5971, -3.5559, -0.0795], [1.1714, -0.7431, 0.0189], [-5.7233, 1.4709, 1.3144], [5.3955, 3.3982, 1.6818], [-1.8966, 2.2111, -0.2829], [-0.8668, -3.9510, 0.3294], [4.5348, 1.6314, -2.1048], [4.7816, 2.7598, 1.0667], [-0.9034, 1.3604, 0.1579], [3.1936, 1.1149, -0.5177], [5.0834, 2.5858, -0.2733], [3.6872, 2.1129, 1.6148], [-5.2200, -0.0278, 2.0972], [-2.5342, -0.3826, 0.4305], [-0.3592, -2.1027, 1.2477]],
  "total_energy_ha": -1328.9753,
  "spin_multiplicity": 1,
  "total_charge": 1,
  "homo_ev": -11.4,
  "e_lumo_ev": -2.354,
  "de_lowest_ev": 0.000
}